The following is a quantum chemistry calculation of a molecular structure, C19H41BN6Si4Zr at a distorted geometry, from the Open Molecules 2025 dataset.

Each line ends with the Mulliken charge.
Atoms and positions in Å:
H1 1.41622 -4.32652 -0.39544  -0.029
H2 -3.85078 0.79085 -0.32194  0.215
H3 -4.34480 0.22269 1.28846  0.352
H4 3.53804 -1.80357 3.43027  0.446
H5 2.40533 3.92735 3.16413  0.459
H6 0.07112 5.55587 3.34561  0.443
C1 2.91165 -1.77484 2.54707  -1.265
N1 1.77056 -2.39788 0.74500  -0.037
H7 -2.79403 -1.30347 2.96070  0.233
H8 -0.78167 2.46479 5.42978  0.303
H9 -5.26013 1.52192 0.48384  0.448
H10 -2.56177 4.78407 0.64037  0.264
C2 2.20043 -0.67858 2.07138  -0.321
Si1 -3.18832 2.46219 1.42544  0.113
N2 -1.07479 -1.79285 -0.48341  0.279
H11 -1.95837 2.09773 -2.27917  0.272
H12 -4.24330 2.28175 3.72744  0.330
C3 -1.67789 1.85010 5.25945  -1.050
H13 -1.86006 1.26358 6.17625  0.438
H14 -3.53626 -3.92986 -0.85662  0.460
C4 -3.17049 3.95093 0.26265  -0.783
H15 -0.29973 4.56546 -0.02679  0.208
H16 2.76905 -3.99709 -2.64536  0.484
H17 1.21952 5.12896 0.71928  0.416
Si2 0.22628 3.43430 2.17568  0.220
C5 -1.10298 2.75631 -2.43787  -0.614
N3 1.69817 -2.45908 -1.75215  0.226
N4 1.45818 -1.11579 -1.98434  -0.466
C6 -2.93187 -0.53891 3.74061  -1.061
Si3 -1.41749 0.58708 3.86994  -0.002
C7 -4.25070 1.11215 0.65073  -1.098
H18 -2.82215 3.69777 -0.74689  0.014
C8 2.48563 -2.95194 -2.70926  -0.027
H19 -3.50763 3.88906 3.49062  0.332
H20 -0.32249 2.55407 -1.68480  -0.358
C9 1.85738 2.98503 2.99799  -1.166
H21 0.16188 -1.36850 3.86641  0.209
H22 1.72288 2.48933 3.97027  0.312
H23 -1.41593 3.80374 -2.36297  0.341
C10 -2.42370 -2.04803 -0.53172  -0.123
H24 2.47498 2.33893 2.35711  0.336
C11 -0.63712 4.71388 3.26316  -0.867
N5 -0.42244 -3.01650 -0.55785  -0.058
Zr1 0.18909 -0.06446 -0.44403  1.059
C12 2.62361 -2.82269 1.68477  -0.026
C13 -0.03138 -0.51183 4.52437  -1.074
H25 -3.03336 -1.05852 4.70830  0.421
H26 3.39539 -2.02180 -4.49763  0.425
H27 -5.02981 3.47796 2.67030  0.450
C14 -4.05385 3.07560 2.99203  -1.064
H28 2.06711 0.23007 -3.49271  0.505
H29 1.17328 3.57281 -0.14480  0.221
H30 2.07570 0.32830 2.45575  0.363
N6 1.52796 -1.04836 0.94266  0.332
Si4 -1.03468 1.51169 1.72464  1.165
C15 -2.60793 -3.42105 -0.73978  -1.246
H31 -0.68059 2.57159 -3.43109  0.349
H32 -4.21144 4.30723 0.18799  0.421
H33 -1.57006 5.09734 2.82540  0.241
H34 2.97986 -3.84859 1.64973  0.519
C16 2.78467 -1.93208 -3.61295  -1.115
B1 1.13566 -3.15023 -0.47745  -0.063
H35 -0.84925 4.34550 4.27632  0.291
C17 -1.32598 -3.97749 -0.75856  0.018
H36 -3.87081 -0.00516 3.53893  0.280
H37 -1.00517 -4.99596 -0.92316  0.495
H38 0.91243 0.03256 4.66041  0.292
C18 0.59994 4.24125 0.51367  -0.992
H39 -3.14474 -1.25962 -0.38597  0.310
H40 -2.53682 2.51613 5.10930  0.337
H41 -0.34431 -0.90206 5.50767  0.469
C19 2.12616 -0.78795 -3.13135  -0.205

Results
charge = +2
largest force on an atom = 0.0491 hartree/bohr
E_LUMO = -8.12 eV
HOMO level = -13.5 eV

The following is a quantum chemistry calculation of 4 unconnected molecules or ions with the total composition C19H41ClN2O3 at a distorted geometry, from the Open Molecules 2025 dataset.

Each line ends with the natural charge from an NBO analysis.
Atoms and positions in Å:
C1 2.99249 -0.60123 0.07509  -0.478
H1 2.93474 -0.43678 1.14479  0.193
H2 -5.62011 5.60235 -0.36980  0.232
H3 -0.28343 0.77697 2.97128  0.212
H4 1.73558 -1.86503 -2.08532  0.274
C2 1.61384 -2.49986 1.95817  -0.420
C3 2.85801 -3.26117 2.48192  -0.399
H5 -1.50958 2.48801 1.39085  0.219
H6 -2.60969 2.63933 -1.33841  0.267
C4 -5.45380 3.84119 1.03433  -0.418
N1 2.77864 -2.05866 -0.25544  -0.205
H7 -6.16302 3.16922 0.55461  0.207
H8 -4.74743 0.62504 0.75231  0.225
C5 -4.37709 1.28211 -0.02754  -0.419
H9 -3.06782 -0.02298 2.01572  0.202
C6 -2.19911 1.69291 1.10505  -0.243
H10 4.84151 -2.32732 -0.25307  0.238
C7 -1.05538 0.07460 2.65377  -0.603
H11 0.61820 -2.02179 0.10193  0.275
H12 -5.16509 1.80351 -0.55603  0.223
H13 2.62915 -4.27133 2.11951  0.193
H14 0.66323 -2.86058 2.34884  0.229
H15 3.58693 -1.54197 -2.07843  0.255
C8 -2.38286 0.77700 2.30867  -0.420
N2 -3.44626 2.33625 0.56181  -0.197
C9 -3.03751 3.25090 -0.54290  -0.243
C10 2.90141 -3.71630 -3.78303  -0.607
H16 2.20638 0.00743 -0.38213  0.288
H17 1.85077 -3.49992 -3.98737  0.212
H18 -5.97316 4.40591 1.80605  0.239
C11 3.17396 -3.56142 -2.29121  -0.423
H19 3.44071 -3.03284 -4.43924  0.242
H20 -0.68319 -0.46805 1.78538  0.230
H21 -3.70391 4.96582 -1.76535  0.249
C12 4.13658 -2.75347 1.79952  -0.437
O1 2.53726 0.81388 -3.62752  -0.738
C13 -4.11563 4.21047 -1.09803  -0.420
Cl1 -0.24235 0.08484 -1.73480  -0.953
O2 4.78073 0.58667 -3.84249  -0.800
H22 4.02072 -3.83965 -0.06155  0.214
H23 -2.77973 1.28623 3.18646  0.205
H24 4.23871 -3.78313 -2.17520  0.205
H25 3.19570 -4.72884 -4.05990  0.207
H26 -3.77606 0.71544 -0.73806  0.259
H27 2.73459 -4.33737 -1.65421  0.186
C14 -4.90785 4.87404 0.01256  -0.400
H28 1.78282 -1.49230 2.34872  0.206
C15 -4.25197 3.06863 1.63124  -0.212
C16 2.74087 -2.18018 -1.82207  -0.211
C17 4.02234 -2.80644 0.28071  -0.208
H29 -4.22802 5.44464 0.65708  0.193
H30 -4.68363 2.25356 2.20720  0.222
H31 -2.22494 3.92047 -0.25580  0.233
H32 2.92669 -3.34550 3.56333  0.225
H33 1.60989 -3.54804 0.10089  0.196
C18 1.51847 -2.51666 0.46243  -0.229
H34 -1.77073 1.14752 0.27420  0.290
H35 -4.79210 3.64008 -1.74255  0.203
O3 3.93612 1.52727 -2.02372  -0.870
H36 -3.59270 3.72360 2.19424  0.227
H37 -1.22466 -0.60841 3.48520  0.216
H38 1.95738 1.09758 -2.90893  0.497
H39 3.87422 -0.18125 -0.41436  0.287
C19 3.79003 0.98847 -3.16855  0.926
H40 5.05519 -3.24798 2.11698  0.236
H41 4.38496 -1.70550 1.99217  0.218

Results
largest force on an atom = 0.0780 hartree/bohr
E_LUMO = -0.26 eV
HOMO level = -5.7 eV

The following is a quantum chemistry calculation of 3 unconnected molecules or ions with the total composition C19H41N2O3 at a distorted geometry, from the Open Molecules 2025 dataset.

Each line ends with the natural charge from an NBO analysis.
Atoms and positions in Å:
H1 1.47886 -5.09495 -4.99179  0.223
H2 -3.52603 -4.72723 -5.73208  0.246
H3 -1.80287 -6.56144 -6.25291  0.197
H4 0.75508 -5.75780 -6.35970  0.226
C1 -0.29539 -2.82275 1.78870  0.906
C2 0.01107 -1.48621 -4.46983  -0.430
H5 0.83213 -1.06704 -5.05143  0.210
C3 -0.41387 -6.15774 -4.63813  -0.443
C4 -1.59171 -3.92551 -6.19952  -0.197
H6 -1.62842 -4.26293 -7.23533  0.232
H7 -2.07379 5.36922 5.99749  0.231
H8 0.83390 -0.89798 -2.62160  0.226
C5 0.39081 3.67310 3.40253  -0.229
H9 2.68441 2.31537 2.92673  0.229
C6 1.40575 2.71539 5.55130  -0.241
C7 -1.16482 5.78137 5.55931  -0.469
H10 1.84540 5.17570 3.16981  0.205
H11 1.08838 5.47673 5.27432  0.227
O1 0.62411 -2.47004 1.04898  -0.853
H12 3.58917 2.58699 5.27746  0.251
H13 3.72321 3.55451 3.00802  0.237
H14 1.38199 1.65091 5.31802  0.253
H15 -0.21665 0.38137 -3.46602  0.221
C8 -1.04288 2.90450 5.19745  -0.404
C9 -0.07818 -0.65792 -3.16803  -0.610
H16 -1.87248 3.47290 4.77699  0.237
H17 -0.15339 7.73866 5.86099  0.213
H18 -0.35764 4.42178 3.14295  0.223
H19 0.58045 -3.65137 -7.69566  0.227
H20 -0.40544 -5.85316 -3.59158  0.222
O2 -0.22959 -2.68548 2.99666  -0.773
H21 1.60687 4.02466 1.80091  0.247
H22 -2.47299 -6.88842 -4.66200  0.237
H23 -0.79125 -3.28567 0.38130  0.474
H24 -0.82872 -0.91296 -2.41987  0.234
C10 -2.52865 -4.76975 -5.29445  -0.448
H25 -2.77638 -4.52944 -4.26054  0.238
H26 -1.82320 7.90310 5.93860  0.239
H27 1.94062 -3.47816 -6.44285  0.232
H28 -0.93118 1.91170 4.76162  0.238
C11 0.49280 -5.26106 -5.42560  -0.221
H29 1.08167 -3.35295 -3.89375  0.229
H30 -0.66244 -3.54633 -3.69788  0.230
H31 -0.99725 2.70660 6.26836  0.226
H32 -1.97622 -2.90670 -6.15178  0.231
N1 -0.07490 -3.86072 -5.63858  -0.225
C12 0.19479 4.97413 5.64444  -0.185
H33 -0.99499 6.98594 7.27060  0.214
H34 -0.80767 -1.11592 -5.08679  0.210
C13 -1.87045 -6.18221 -5.23324  -0.390
H35 1.41338 2.68955 6.64097  0.241
H36 0.82594 -2.18546 -6.78349  0.231
H37 3.13091 4.13979 5.42411  0.215
H38 0.29896 4.67669 6.68788  0.222
N2 0.30926 3.54669 4.88797  -0.212
H39 -1.71857 5.90767 4.62899  0.229
H40 -0.17655 -7.22146 -4.65489  0.255
C14 0.90938 -3.27088 -6.72864  -0.398
C15 2.76515 3.22494 4.95788  -0.434
C16 1.66982 4.13885 2.88308  -0.425
C17 0.11064 -3.06249 -4.29481  -0.200
H41 -0.08438 2.84211 2.88123  0.248
C18 2.75303 3.28288 3.42404  -0.423
C19 -1.03569 7.19703 6.20201  -0.603
O3 -1.32315 -3.46088 1.16104  -0.748

Results
charge = +1
largest force on an atom = 0.0701 hartree/bohr
E_LUMO = -1.83 eV
HOMO level = -7.6 eV

The following Kohn-Sham gap values (in eV) correspond, in order, to the records above: 5.38 5.42 5.77.